# 1
{"formula": "C24H30N2P2Tc", "method": "the ωB97M-V functional and the def2-TZVPD basis", "symbols": ["H", "H", "C", "C", "C", "H", "H", "C", "H", "C", "H", "C", "C", "H", "H", "H", "H", "H", "C", "C", "C", "H", "C", "Tc", "H", "C", "H", "C", "H", "C", "H", "H", "H", "H", "H", "H", "C", "N", "C", "H", "H", "C", "C", "C", "C", "N", "H", "P", "P", "H", "C", "C", "H", "C", "C", "H", "H", "H", "H"], "positions_angstrom": [[0.5347, -3.2660, -2.6822], [-3.8190, -3.4376, -0.0592], [2.0177, 2.9691, -0.9157], [4.0451, -2.4142, 1.3903], [-2.5203, 3.3135, 2.1937], [2.1961, 0.4431, -2.8523], [-1.9351, -1.1898, -2.0821], [1.3022, 1.0763, -2.8887], [-0.3560, 3.4922, -2.1785], [-1.9895, 0.8152, 2.6909], [0.6722, -1.5387, -3.1462], [0.8821, -2.2748, -2.3632], [5.0707, -1.9968, 0.5451], [-2.4043, 0.9935, 3.6839], [-1.9659, -2.9333, -1.7136], [-2.9595, 3.4499, 3.1877], [4.1494, -3.2589, 2.0677], [1.5100, 1.9772, -3.4811], [-2.5960, -1.6617, -0.0761], [-1.7669, -1.9376, -1.2932], [-2.3746, 4.3779, 1.2926], [3.0426, 2.5808, -0.9069], [-3.5473, -2.5205, 0.4760], [0.5175, 0.0275, 0.3430], [1.9942, -2.0233, 2.0530], [-1.7823, 4.1926, 0.0356], [5.5549, -0.5250, -1.0029], [-2.7083, -0.2883, 1.9733], [-0.2872, -4.2087, -0.4385], [4.8152, -0.9228, -0.3133], [-1.2663, 1.9672, -2.3219], [3.3239, 0.5356, -0.9462], [1.9640, -2.3068, -2.1833], [6.0447, -2.4860, 0.5525], [0.4751, 0.5187, -3.3428], [-0.3186, -3.2952, 1.0989], [3.5612, -0.3165, -0.2998], [-1.4896, 0.5084, 0.0762], [-2.3146, -0.4785, 0.6457], [1.2403, -3.6223, 0.2996], [-2.6985, 5.3766, 1.5879], [-2.0978, 2.0347, 1.8236], [-1.4224, 2.9098, -0.3877], [-0.6729, 2.5912, -1.6381], [-3.7074, -1.1225, 2.4756], [2.5605, -0.7414, 0.5083], [1.9084, 3.7277, -1.7017], [0.0361, -1.8377, -0.8187], [0.8433, 1.5938, -1.2019], [-4.1353, -0.8904, 3.4570], [0.1815, -3.3939, 0.1294], [2.8110, -1.7478, 1.3755], [1.2586, 1.4292, 0.8391], [-1.7143, 1.8382, 0.4922], [-4.1294, -2.2217, 1.7154], [1.8203, 3.4255, 0.0609], [-4.9082, -2.8739, 2.1148], [-0.8587, 0.5227, 2.6783], [-1.5869, 5.0442, -0.6282]], "nbo_charge": [0.26, 0.24, -0.96, -0.22, -0.22, 0.25, 0.26, -0.98, 0.27, -0.44, 0.25, -0.94, -0.12, 0.26, 0.26, 0.25, 0.26, 0.26, 0.02, -0.72, -0.10, 0.25, -0.20, 0.26, 0.22, -0.20, 0.25, 0.01, 0.26, -0.21, 0.26, 0.20, 0.25, 0.26, 0.24, 0.25, 0.05, -0.44, 0.09, 0.25, 0.25, 0.10, 0.02, -0.74, -0.20, -0.47, 0.25, 1.04, 1.30, 0.25, -0.95, 0.05, -0.05, 0.11, -0.12, 0.26, 0.25, 0.22, 0.24], "homo_ev": [-14.4, -14.4], "e_tot_ev": -49116.0971, "lumo_energy_ev": [-6.48, -8.80], "total_charge": 2, "s_squared": 3.799, "spin_multiplicity": 4}



# 2
{"formula": "C24H30N4O4", "method": "the ωB97M-V functional and the def2-TZVPD basis", "symbols": ["O", "H", "C", "N", "C", "C", "H", "H", "C", "C", "H", "H", "H", "H", "H", "N", "H", "H", "C", "H", "C", "C", "C", "H", "H", "H", "H", "H", "H", "C", "C", "C", "H", "H", "N", "H", "H", "C", "C", "H", "H", "H", "H", "C", "H", "C", "C", "H", "H", "C", "C", "O", "N", "H", "C", "H", "C", "C", "O", "C", "O", "C"], "positions_angstrom": [[-2.6536, -1.1897, 1.1717], [-3.3417, 4.2955, 0.7451], [4.0423, 1.2348, 1.7193], [-0.6743, 1.5098, 1.5811], [2.0389, -0.2167, 2.0965], [-2.8116, 2.2182, 0.5076], [-2.3108, 2.3892, -0.4480], [-2.5414, 1.0060, 2.2598], [-4.2425, 1.7560, 0.2466], [-1.8438, -3.5987, -2.2101], [-0.3394, 1.1823, 2.4701], [-3.2933, 3.3930, 2.2611], [4.3663, 1.6952, -0.3724], [2.0995, 2.6940, -0.7530], [4.5750, 2.1184, 2.0759], [2.0941, -0.5484, 0.7865], [-1.0868, 0.5857, -0.9089], [-0.5584, -3.5905, -6.0356], [1.9083, 2.2186, 2.5239], [-4.7583, 1.5670, 1.1858], [1.3994, -1.6502, 0.2441], [1.2218, -0.9088, 2.9471], [-0.7093, -1.1298, -2.6717], [-0.2216, -2.4985, 3.1287], [4.7275, 0.3856, 1.7567], [2.3041, 0.2950, -1.0780], [-1.7893, 3.8714, 1.4634], [2.4942, 3.1071, 2.7885], [3.0300, 3.5373, 0.5072], [0.5284, -2.3338, 1.1537], [-0.1627, -4.3396, -5.3408], [3.5368, 1.4422, 0.2939], [0.8663, -4.0784, -5.0732], [1.0838, 2.1487, 3.2326], [1.4350, 2.3899, 1.1742], [1.1850, -0.6378, 3.9905], [-4.7885, 2.5215, -0.2994], [2.5267, 2.5999, 0.2462], [-0.5288, -2.1433, -3.5926], [3.1131, 0.8005, 3.6324], [-0.1731, -5.3158, -5.8239], [3.7188, -0.5652, -0.4893], [-0.0483, -3.1440, 0.7397], [0.2351, 1.9504, 0.6729], [-0.2621, -0.1620, -2.8475], [2.9274, 0.1336, -0.1919], [-1.0905, -3.3941, -3.3653], [-2.5982, -2.7580, -0.3973], [-2.2784, -4.5726, -2.0478], [-2.0518, 1.1301, 1.2870], [2.8198, 0.9734, 2.5933], [-0.0011, 2.0332, -0.5273], [-1.5695, -0.2670, -0.6211], [0.0598, -1.9465, -4.4743], [-1.4451, -1.3398, -1.5123], [-4.2563, 0.8399, -0.3384], [-2.8069, 3.5263, 1.2965], [-2.0219, -2.5875, -1.2914], [1.5829, -1.9370, -0.9273], [-2.1288, -0.2516, 0.6021], [-0.9740, -4.4688, -4.2009], [0.4416, -1.9749, 2.4576]], "nbo_charge": [-0.63, 0.21, -0.40, -0.64, 0.27, -0.23, 0.23, 0.22, -0.61, -0.25, 0.41, 0.20, 0.23, 0.25, 0.21, -0.40, 0.44, 0.17, -0.20, 0.20, 0.61, -0.35, -0.14, 0.23, 0.22, 0.24, 0.21, 0.21, 0.19, -0.31, -0.25, -0.23, 0.18, 0.21, -0.47, 0.22, 0.21, -0.22, -0.31, 0.23, 0.20, 0.22, 0.24, 0.82, 0.20, -0.22, 0.29, 0.25, 0.22, -0.11, -0.27, -0.71, -0.64, 0.22, 0.10, 0.22, -0.60, -0.23, -0.63, 0.68, -0.50, -0.14], "homo_ev": -7.4, "e_tot_ev": -39527.6655, "lumo_energy_ev": 0.43, "de_lowest_ev": 0.125, "total_charge": 0, "smiles": "COc1ccc(NC(=O)[C@@H](NC(=O)N2C[C@H]3C[C@@H](C2)c2cccc(=O)n2C3)C(C)C)cc1"}



# 3
{"formula": "C24H30N4S2", "method": "the ωB97M-V functional and the def2-TZVPD basis", "symbols": ["S", "H", "C", "C", "H", "H", "H", "H", "H", "C", "H", "H", "H", "H", "H", "H", "S", "C", "H", "C", "H", "H", "C", "H", "H", "H", "C", "C", "N", "C", "N", "H", "N", "H", "H", "C", "H", "C", "C", "H", "H", "C", "C", "C", "C", "H", "C", "C", "C", "H", "H", "H", "C", "H", "N", "C", "C", "H", "C", "C"], "positions_angstrom": [[-2.8408, 0.5836, 1.6041], [-0.4105, 3.0426, 0.0104], [0.2049, -0.3012, 1.7362], [-1.4094, 4.2468, -1.4953], [-0.4954, 4.7584, -1.8434], [-0.7760, -0.3945, 2.2135], [0.2854, -7.2904, -2.1061], [1.9791, 3.2155, 2.0861], [-2.1708, -7.8553, -1.8170], [2.4532, -5.5374, -1.6625], [-2.3890, 7.1457, -0.1198], [-4.0315, 4.5915, -0.6561], [-1.1189, 6.8286, -1.3401], [3.0868, -5.0175, -2.3882], [-0.7002, 2.2055, -1.5682], [-2.0857, 4.0607, -2.3534], [-1.7449, -0.2234, -1.0253], [2.4026, 0.6906, 1.6877], [4.8618, 0.1555, 2.2514], [-2.0950, 6.4995, -0.9592], [3.6826, 3.5597, 1.6583], [-2.4423, 3.2780, 1.6025], [0.4757, -0.9880, 0.5377], [-3.7355, -6.1265, -0.9514], [0.8764, 1.1505, 3.1794], [2.2125, -3.0451, -0.6596], [-0.9114, -4.2349, -1.0064], [-0.0764, -3.1026, -0.6097], [1.2609, -4.7758, -1.3804], [-0.4433, -6.5505, -1.7704], [-1.9869, 5.1238, -0.5135], [3.0499, -5.6947, -0.7542], [-2.3696, 2.3508, -0.3229], [3.6626, 0.1138, -0.0048], [1.8070, -1.1058, -1.1602], [1.1139, 0.5730, 2.2747], [5.3113, 1.7562, 1.5500], [1.2560, -3.5278, -0.8381], [-2.3132, 0.9960, 0.0645], [2.1639, -6.5049, -2.0729], [-2.8444, 6.6132, -1.7645], [-1.8079, -6.8453, -1.5992], [-0.0444, -5.2468, -1.4943], [-2.2455, -4.5531, -0.8151], [-0.5411, -1.8973, -0.0070], [-3.4881, 5.3354, 0.8851], [-3.2003, 4.6288, 0.0848], [-2.6835, -5.8599, -1.1072], [-3.0177, 3.2239, 0.6579], [-1.4682, -2.0450, 0.5710], [3.2513, 3.3447, 3.3524], [5.1019, 1.6000, 3.3053], [1.6878, -0.7355, -0.1373], [-2.9212, -3.7769, -0.4449], [3.3151, 1.5867, 2.2072], [3.0237, 2.9970, 2.3364], [4.7197, 1.2461, 2.3305], [-4.0191, 2.8456, 0.9051], [2.6994, -0.0173, 0.4922], [-1.1170, 2.9058, -0.8363]], "nbo_charge": [-0.20, 0.18, -0.18, -0.22, 0.20, 0.25, 0.21, 0.22, 0.22, -0.40, 0.20, 0.16, 0.20, 0.21, 0.23, 0.17, 0.03, 0.18, 0.21, -0.40, 0.18, 0.20, -0.13, 0.22, 0.22, 0.23, 0.01, -0.21, -0.33, -0.24, -0.45, 0.21, -0.46, 0.21, 0.22, -0.25, 0.17, 0.08, -0.08, 0.22, 0.16, -0.21, 0.12, -0.21, -0.05, 0.21, -0.22, -0.22, -0.23, 0.25, 0.19, 0.19, -0.21, 0.23, -0.46, -0.40, -0.40, 0.23, -0.22, -0.23], "homo_ev": -7.3, "e_tot_ev": -53003.4204, "lumo_energy_ev": -0.52, "total_charge": 0}



# 4
{"formula": "C24H30N6", "method": "the ωB97M-V functional and the def2-TZVPD basis", "symbols": ["H", "C", "H", "C", "H", "C", "C", "C", "H", "H", "C", "H", "H", "C", "N", "H", "H", "H", "H", "H", "H", "C", "C", "C", "C", "H", "H", "H", "C", "N", "N", "N", "H", "H", "H", "H", "H", "C", "N", "C", "H", "H", "C", "C", "H", "H", "C", "H", "C", "H", "H", "C", "H", "C", "C", "C", "C", "C", "N", "H"], "positions_angstrom": [[-2.6733, -4.5508, -0.8892], [0.3937, 3.1530, 1.7168], [-0.8389, -3.0164, -1.5982], [1.4484, 4.4909, 0.2416], [0.3277, 5.3386, 1.9559], [5.0080, -0.6205, -3.4726], [3.4270, -1.4681, -2.1088], [-1.1539, -2.3205, 5.3266], [0.7843, -6.1432, 0.8885], [4.5352, -3.4185, -1.9024], [-1.2409, -5.7243, 0.1611], [6.1799, -2.3654, -3.4150], [2.4878, -1.6380, -1.6084], [-3.5433, 5.8704, -0.9505], [1.0528, 2.3898, 0.7886], [0.0733, -1.2081, 2.6373], [-5.2563, 4.9154, -2.0289], [-1.1283, 1.3330, -2.5508], [5.6826, -0.0604, -4.0961], [3.2559, 0.5740, -3.0516], [-0.0036, -0.4566, 5.0306], [-0.4347, -1.3688, 4.6567], [0.0936, -5.5068, 0.3619], [-1.5872, -3.2894, 4.3780], [1.7350, 3.1862, -0.0802], [-3.5759, 2.8822, -2.3508], [2.3362, 2.7741, -0.8727], [-1.9131, -6.4422, 0.5988], [-3.3837, 3.8082, -1.8346], [-1.7183, -4.7076, -0.6206], [-0.1001, -0.2098, -1.4911], [-0.4317, -1.7254, 3.3341], [-1.4955, 5.8011, -0.1086], [-1.2930, -2.4150, 6.3915], [1.7428, 5.3776, -0.2948], [-1.1429, -3.3675, 2.1873], [1.2187, 1.4083, 0.9305], [-1.1379, -0.0210, 0.4369], [-2.1777, 4.1577, -1.2913], [-1.6940, 0.9396, -0.4429], [-3.9827, 6.7990, -0.6268], [-1.4117, 3.5392, -1.0750], [-0.1109, -0.6740, -0.1808], [0.6103, 4.4658, 1.3898], [-0.0753, 2.6953, 2.5705], [-2.5708, 1.5441, -0.2870], [-0.6832, -3.8910, -0.9904], [0.5374, -0.4555, -2.2293], [4.4220, -2.4018, -2.2373], [1.4030, -3.8458, -0.4138], [0.5993, -1.4190, 0.1324], [-4.2463, 4.8524, -1.6593], [-2.0989, -4.2048, 4.6217], [-2.2799, 5.3979, -0.7261], [0.4281, -4.2976, -0.3175], [3.8098, -0.3343, -2.8739], [-1.0195, 0.7880, -1.6262], [-1.0878, -2.9069, 3.1613], [5.3879, -1.8700, -3.0460], [-1.4893, -0.1370, 1.4509]], "nbo_charge": [0.42, -0.08, 0.21, -0.32, 0.22, -0.07, -0.32, -0.31, 0.23, 0.21, -0.08, 0.41, 0.21, -0.32, -0.51, 0.41, 0.22, 0.22, 0.21, 0.22, 0.21, -0.09, -0.31, -0.30, -0.08, 0.21, 0.21, 0.21, -0.09, -0.51, -0.52, -0.51, 0.21, 0.22, 0.22, 0.22, 0.42, -0.30, -0.52, -0.31, 0.22, 0.42, -0.11, -0.31, 0.21, 0.24, -0.07, 0.42, -0.06, 0.21, 0.22, -0.30, 0.22, -0.06, -0.31, -0.30, -0.07, -0.07, -0.50, 0.23], "homo_ev": -8.0, "e_tot_ev": -34313.4717, "lumo_energy_ev": 0.56, "de_lowest_ev": 0.369, "total_charge": 0, "smiles": "c1cc[nH]c1.c1cc[nH]c1.c1cc[nH]c1.c1cc[nH]c1.c1cc[nH]c1.c1cc[nH]c1"}